Entry from the Open Molecules 2025 dataset: a structure of composition C16H31CrF3O3P2S (ωB97M-V/def2-TZVPD).

Computed properties:
lowest unoccupied orbital energy (spin up / spin down)	0.005 / 0.004	Eh
calculated total energy	-3278.717009	Ha
2S+1	5
highest occupied orbital energy (spin up / spin down)	-7.3 / -7.3	eV
Kohn-Sham gap (spin up / spin down)	7.460 / 7.436	eV

Element x y z (Å)
Cr: -1.74433 -1.77766 1.11842
S: -2.71556 -0.30981 3.10114
P: -0.08647 1.01481 -1.43300
P: -1.02848 -2.53083 -0.68363
F: -3.91912 -0.94189 5.39701
F: -2.25901 -2.25839 4.96734
F: -1.84485 -0.23458 5.62539
O: -3.48305 -1.28649 2.29606
O: -1.32106 -0.32263 2.60704
O: -3.31107 0.97689 3.31852
C: 3.24499 3.15466 -0.38613
C: 2.62114 0.41001 0.03852
C: -1.38873 -1.34867 -2.06692
C: 0.74358 1.73081 1.27086
C: 1.80512 3.56501 -0.21913
C: -0.29870 -0.38420 -2.57884
C: -2.67466 -0.98267 4.85882
C: -1.73139 1.86183 -1.51761
C: 0.60039 2.10671 -2.87866
C: 2.00095 0.85146 1.32700
C: -2.27596 -3.84857 -0.97248
C: 0.72866 -3.08498 -0.83638
C: 2.73922 0.93092 -1.19857
C: 0.75768 2.86127 0.22691
C: -1.05942 -3.29607 2.33982
C: 3.45794 2.20860 -1.55981
H: -1.04569 -4.30950 1.92438
H: -1.92868 -4.72808 -0.41055
H: -3.24196 -3.54382 -0.52179
H: 1.36184 -2.18823 -0.99352
H: 2.73190 1.31414 2.00586
H: 0.64993 2.23945 2.24737
H: -2.34392 1.34622 -0.78132
H: 0.82881 -3.78841 -1.67671
H: 1.01335 -3.61091 0.09957
H: 1.61749 4.59312 -0.53834
H: -0.23885 3.30314 0.02784
H: -1.66572 -3.24415 3.24262
H: 3.79315 4.07817 -0.57075
H: -0.13768 1.07288 1.20142
H: -0.62707 0.14326 -3.49873
H: -2.32376 -3.96117 -2.02115
H: 2.57017 0.27384 -2.05672
H: -2.24145 -0.72347 -1.72495
H: -1.62228 2.93011 -1.28630
H: -0.22657 2.32455 -3.56638
H: 4.52746 1.96673 -1.66954
H: -2.07991 1.71977 -2.54118
H: -0.04074 -2.93518 2.52623
H: 3.10219 -0.55619 0.15455
H: 0.69231 -0.85124 -2.72591
H: -1.73923 -1.94482 -2.92289
H: 1.78725 -0.07522 1.89657
H: 0.99346 3.06458 -2.51686
H: 3.16027 2.67329 -2.50355
H: 1.38861 1.61549 -3.46932
H: 3.72750 2.73607 0.50837